(1)
ORCA calculation (the ωB97M-V functional and the def2-TZVPD basis) on an isolated molecule of C4H6N2 in a non-equilibrium geometry.

```
! wB97M-V def2-TZVPD RIJCOSX def2/J DEFGRID3
* xyz 0 1
H 2.715 -1.250 -0.674
N 2.152 -0.461 -0.364
C 0.919 -0.722 -0.460
C -0.147 0.298 -0.004
C -1.565 -0.270 0.149
C 0.420 1.331 0.808
N 1.020 2.220 1.230
H 0.529 -1.696 -0.814
H -0.317 1.496 -0.456
H -2.078 -0.123 -0.797
H -1.664 -1.338 0.385
H -2.066 0.286 0.924
*
```

The relative energy (zero: lowest compared OMol25 entry of this formula, charge and spin) comes out at 306.8 kJ/mol. The molecular weight is 82.1 u. As for the HOMO energy: -0.3655 Ha. The value obtained for the LUMO energy is 0.0206 Ha. Its SMILES is [H]/N=C/[C@@H](C)C#N.

(2)
ORCA calculation (the ωB97M-V functional and the def2-TZVPD basis) on a structure of composition C4H6N2 in a non-equilibrium geometry.

```
! wB97M-V def2-TZVPD RIJCOSX def2/J DEFGRID3
* xyz 0 1
C -0.644 0.364 1.344
C -1.338 0.841 0.308
C 0.816 -0.923 -0.418
C 0.572 0.304 0.529
N -0.052 -0.267 -1.445
N -0.227 0.947 -0.573
H -0.742 0.081 2.343
H -2.457 1.193 0.163
H 1.909 -1.176 -0.716
H 0.226 -1.827 -0.059
H 1.564 0.787 0.914
H 0.374 -0.323 -2.390
*
```

The relative energy (zero: lowest compared OMol25 entry of this formula, charge and spin) comes out at 467.5 kJ/mol. The molecular weight is 82.1 u. As for the HOMO energy: -0.3069 Ha. The value obtained for the LUMO energy is 0.0425 Ha.

(3)
ORCA calculation (the ωB97M-V functional and the def2-TZVPD basis) on an isolated molecule of C4H6N2 in a non-equilibrium geometry.

```
! wB97M-V def2-TZVPD RIJCOSX def2/J DEFGRID3
* xyz 0 1
H 2.646 0.299 -0.437
N 2.129 -0.549 -0.198
C 0.876 -0.308 -0.258
C 0.165 1.014 -0.076
C -1.298 0.672 0.039
C -1.377 -0.662 0.133
N -0.113 -1.245 -0.020
H 0.740 0.977 0.871
H 0.467 1.919 -0.606
H -2.137 1.360 0.011
H -2.243 -1.298 0.295
H 0.146 -2.179 0.245
*
```

The relative energy (zero: lowest compared OMol25 entry of this formula, charge and spin) comes out at 136.6 kJ/mol. The molecular weight is 82.1 u. As for the HOMO energy: -0.2965 Ha. The value obtained for the LUMO energy is 0.0363 Ha. Its SMILES is [H]/N=C1\CC=CN1.

(4)
ORCA calculation (the ωB97M-V functional and the def2-TZVPD basis) on an isolated molecule of C4H6N2 in a non-equilibrium geometry.

```
! wB97M-V def2-TZVPD RIJCOSX def2/J DEFGRID3
* xyz 0 1
H -0.600 -2.264 1.588
N -0.371 -2.242 0.599
C -0.203 -1.020 0.232
C 0.106 -0.612 -1.168
C 0.269 0.718 -1.198
C 0.131 1.291 0.189
N -0.198 0.147 0.986
H 0.254 -1.324 -1.953
H 0.483 1.316 -2.090
H 1.071 1.698 0.555
H -0.602 2.110 0.284
H -0.339 0.182 1.975
*
```

The relative energy (zero: lowest compared OMol25 entry of this formula, charge and spin) comes out at 73.5 kJ/mol. The molecular weight is 82.1 u. As for the HOMO energy: -0.3181 Ha. The value obtained for the LUMO energy is 0.0348 Ha. Its SMILES is [H]/N=C1/C=CCN1.

(5)
ORCA calculation (the ωB97M-V functional and the def2-TZVPD basis) on an isolated molecule of C4H6N2 in a non-equilibrium geometry.

```
! wB97M-V def2-TZVPD RIJCOSX def2/J DEFGRID3
* xyz 0 1
C -1.867 -0.170 0.015
C -0.397 -0.117 -0.014
C 0.422 1.023 0.034
C 1.712 0.514 -0.005
N 1.597 -0.830 0.040
N 0.308 -1.246 -0.001
H -2.366 0.798 -0.358
H -2.240 -1.016 -0.704
H -2.214 -0.392 1.096
H 0.075 2.060 -0.007
H 2.694 0.958 -0.061
H 2.277 -1.583 -0.035
*
```

The relative energy (zero: lowest compared OMol25 entry of this formula, charge and spin) comes out at 77.0 kJ/mol. The molecular weight is 82.1 u. As for the HOMO energy: -0.3400 Ha. The value obtained for the LUMO energy is 0.0406 Ha. Its SMILES is Cc1cc[nH]n1.

(6)
ORCA calculation (the ωB97M-V functional and the def2-TZVPD basis) on a cluster of 2 separate species, C4H6N2O in total in a non-equilibrium geometry.

```
! wB97M-V def2-TZVPD RIJCOSX def2/J DEFGRID3
* xyz 0 1
H -3.274 0.813 -1.228
N -2.307 0.682 -0.946
C -2.263 0.286 0.249
O -1.119 0.058 0.913
C 0.051 -0.178 0.241
C 1.129 -0.260 1.024
H -3.085 0.060 0.930
H -0.063 -0.237 -0.846
H 1.117 0.279 1.959
H 1.977 -0.905 0.878
C 2.581 -0.206 -1.053
N 3.493 0.483 -0.892
H 1.763 -0.876 -1.228
*
```

The relative energy (zero: lowest compared OMol25 entry of this formula, charge and spin) comes out at 354.9 kJ/mol. The molecular weight is 98.1 u. As for the HOMO energy: -0.3405 Ha. The value obtained for the LUMO energy is 0.0307 Ha. Its SMILES is [H]/N=C/OC=C.C#N.